Record 1
A cluster of 7 separate species, C3H20N6O7 in total in a non-equilibrium geometry. Source: the OMol25 dataset; level of theory: wB97M-V/def2-TZVPD.

Positions of all 36 atoms, in Å:
1 C -2.704 -1.839 0.820
2 O -3.150 -2.984 0.963
3 N -1.396 -1.555 0.612
4 N -3.553 -0.763 0.799
5 H -1.018 -0.625 0.571
6 H -0.722 -2.305 0.471
7 H -3.321 0.176 0.505
8 H -4.500 -1.013 1.013
9 C -2.236 2.203 -1.430
10 O -3.079 1.815 -0.622
11 N -2.370 3.385 -2.118
12 N -1.136 1.484 -1.749
13 H -1.832 3.549 -2.945
14 H -3.235 3.886 -2.028
15 H -0.317 1.851 -2.187
16 H -1.051 0.594 -1.284
17 C 1.194 -3.483 -0.922
18 O 0.407 -3.730 -0.018
19 N 1.026 -3.845 -2.226
20 N 2.327 -2.742 -0.675
21 H 1.732 -3.620 -2.895
22 H 0.170 -4.297 -2.484
23 H 2.589 -2.563 0.281
24 H 3.007 -2.387 -1.321
25 O 0.782 0.329 0.802
26 H 1.333 -0.367 1.203
27 H 1.123 1.157 1.162
28 O 1.747 3.210 2.568
29 H 0.962 3.336 3.119
30 H 2.197 2.450 2.953
31 O 1.702 4.551 0.096
32 H 2.076 4.019 -0.614
33 H 1.581 3.932 0.843
34 O 3.008 -1.342 1.923
35 H 3.186 -0.487 2.331
36 H 3.471 -1.978 2.484

Summary:
E_HOMO   -8.425 eV
SMILES string   NC(N)=O.NC(N)=O.NC(N)=O.O.O.O.O
Frontier orbital gap   7.855 eV

---

Record 2
A cluster of 8 separate species, C3H23N2O7 in total in a non-equilibrium geometry. Source: the OMol25 dataset; level of theory: wB97M-V/def2-TZVPD.

Positions of all 35 atoms, in Å:
1 C 1.898 -1.895 0.099
2 C 0.460 -1.509 -0.446
3 C -0.666 -2.130 -0.919
4 N -0.860 -3.452 -0.799
5 N 0.272 0.071 -0.649
6 H 2.463 -1.076 0.561
7 H 2.440 -2.040 -0.598
8 H 1.676 -2.910 0.521
9 H -1.426 -1.629 -1.570
10 H -0.645 -3.881 0.085
11 H -0.948 -4.068 -1.639
12 H 0.957 0.311 -1.410
13 H 0.599 0.576 0.189
14 H -0.592 0.476 -0.989
15 H -0.671 1.067 -3.736
16 H 0.497 1.860 -3.546
17 O 0.177 0.995 -3.311
18 H 1.425 2.122 3.810
19 H 2.347 1.506 2.765
20 O 1.581 2.062 2.862
21 H -2.246 0.801 -1.830
22 H -3.652 1.260 -2.369
23 O -2.691 1.303 -2.472
24 H 0.055 1.624 2.201
25 H -0.664 2.345 1.174
26 O -0.536 1.435 1.469
27 H 1.064 3.445 -0.439
28 H 2.159 2.442 -0.382
29 O 1.253 2.600 -0.821
30 H 0.827 -0.630 3.457
31 H 1.556 -1.224 4.672
32 O 1.530 -0.407 4.054
33 H -3.530 -1.191 0.002
34 H -2.892 0.098 0.402
35 O -3.218 -0.358 -0.397

Summary:
Charge   +1
E_HOMO   -11.903 eV
Frontier orbital gap   9.122 eV

---

Record 3
A cluster of 10 separate species, C3H24O12 in total in a non-equilibrium geometry. Source: the OMol25 dataset; level of theory: wB97M-V/def2-TZVPD.

Positions of all 39 atoms, in Å:
1 O 0.955 1.395 -1.464
2 C 0.201 1.091 -0.556
3 O -0.366 1.977 0.218
4 C -0.167 -0.308 -0.104
5 C -0.971 -0.936 -1.274
6 O -1.144 -2.344 -1.164
7 H -0.102 2.965 -0.094
8 H -0.811 -0.363 0.810
9 H 0.731 -0.941 0.034
10 H -0.322 -0.806 -2.191
11 H -1.984 -0.576 -1.344
12 H -1.401 -2.681 -0.297
13 H -4.167 0.232 1.250
14 H -2.849 -0.583 0.929
15 O -3.526 -0.010 0.569
16 H -1.262 0.548 3.188
17 H -1.809 1.482 2.033
18 O -2.046 0.894 2.752
19 H -0.269 3.548 -1.979
20 H 1.144 3.804 -1.631
21 O 0.260 3.921 -1.240
22 H -3.479 1.376 -1.121
23 H -3.299 0.665 -2.384
24 O -2.839 1.323 -1.844
25 H 4.240 0.952 0.723
26 H 3.444 -0.030 -0.127
27 O 3.665 0.181 0.798
28 H 2.523 0.309 -2.126
29 H 2.818 -1.276 -1.845
30 O 3.150 -0.355 -1.829
31 H 1.158 0.481 2.560
32 H 1.719 -0.011 3.828
33 O 0.959 -0.164 3.251
34 H 0.956 -2.349 -2.982
35 H 0.991 -3.086 -1.670
36 O 1.583 -2.703 -2.347
37 H 0.672 -2.993 3.463
38 H 0.776 -1.830 2.672
39 O 0.867 -2.798 2.534

Summary:
Charge   +1
E_HOMO (spin up / spin down)   -13.678 / -13.613 eV
Spin multiplicity   2
Frontier orbital gap (spin up / spin down)   10.531 / 3.379 eV
Expectation value of S²   0.7571

---

Record 4
A structure of composition C3H24O9 in a non-equilibrium geometry. Source: the OMol25 dataset; level of theory: wB97M-V/def2-TZVPD.

Positions of all 36 atoms, in Å:
1 O 0.535 -1.248 0.248
2 H 1.073 -1.160 1.035
3 H 0.608 -2.173 0.010
4 O 0.181 -1.590 -1.744
5 H 0.267 -1.627 -0.791
6 H 1.034 -1.286 -2.051
7 O -3.009 0.613 0.661
8 H -2.853 0.209 -0.193
9 H -2.268 1.206 0.785
10 O -0.779 -0.291 -2.801
11 H -0.529 -1.060 -2.288
12 H 0.021 -0.041 -3.263
13 O -0.526 0.527 -0.671
14 H -0.090 -0.212 -0.248
15 H -1.414 0.216 -0.844
16 O -1.112 1.924 -2.283
17 H -0.712 1.055 -2.277
18 H -1.709 1.908 -3.031
19 O -2.351 -0.291 -0.974
20 H -2.174 -0.054 -1.884
21 H -2.952 -1.034 -1.032
22 O -1.359 2.040 0.444
23 H -1.580 2.679 -0.233
24 H -1.054 1.273 -0.041
25 C 2.340 0.269 0.712
26 C 2.357 -0.368 2.107
27 C 1.138 0.180 2.901
28 O 2.142 -1.729 1.916
29 H 1.374 0.229 0.209
30 H 3.005 -0.215 -0.003
31 H 2.608 1.321 0.806
32 H 3.312 -0.234 2.614
33 H 1.361 1.182 3.268
34 H 1.016 -0.373 3.832
35 H 0.213 0.210 2.325
36 H 1.884 -2.055 2.781

Summary:
E_HOMO   -7.616 eV
Frontier orbital gap   7.455 eV

---

Record 5
A cluster of 11 separate species, C3H27NO11 in total in a non-equilibrium geometry. Source: the OMol25 dataset; level of theory: wB97M-V/def2-TZVPD.

Positions of all 42 atoms, in Å:
1 C 3.336 1.068 -1.071
2 C 2.088 0.356 -0.720
3 N 2.062 -0.687 0.150
4 C 2.789 -0.797 1.361
5 O 1.096 0.756 -1.345
6 H 3.624 1.960 -0.374
7 H 4.222 0.459 -0.851
8 H 3.273 1.644 -2.061
9 H 1.417 -1.428 0.187
10 H 3.932 -0.703 1.301
11 H 2.558 -1.747 1.919
12 H 2.628 0.188 1.976
13 H 0.893 -4.053 1.834
14 H -0.360 -3.286 1.332
15 O 0.529 -3.248 1.219
16 H 0.488 0.878 -3.161
17 H 0.175 -0.476 -3.663
18 O -0.065 0.453 -3.676
19 H -2.395 -1.769 3.357
20 H -2.607 -1.200 1.781
21 O -2.205 -1.116 2.754
22 H -0.357 1.337 -1.467
23 H -1.530 2.311 -1.292
24 O -1.310 1.333 -1.114
25 H -2.250 1.981 0.878
26 H -2.479 2.027 2.458
27 O -2.807 2.254 1.580
28 H -2.521 -3.130 -0.818
29 H -2.029 -1.764 -0.628
30 O -2.046 -2.607 -0.117
31 H -0.094 -1.420 -1.822
32 H 0.884 -2.546 -2.254
33 O 0.251 -1.787 -2.592
34 H -0.529 0.816 1.363
35 H -0.097 1.656 0.239
36 O -0.174 1.762 1.251
37 H -3.013 0.237 0.760
38 H -4.239 -0.743 0.673
39 O -3.382 -0.543 0.338
40 H -0.496 3.836 0.752
41 H 0.821 3.747 -0.227
42 O -0.079 3.992 -0.210

Summary:
E_HOMO   -9.966 eV
SMILES string   CNC(C)=O.O.O.O.O.O.O.O.O.O.O
Frontier orbital gap   10.042 eV

---

Record 6
A cluster of 10 separate species, C3H28NO9 in total in a non-equilibrium geometry. Source: the OMol25 dataset; level of theory: wB97M-V/def2-TZVPD.

Positions of all 41 atoms, in Å:
1 C 0.004 -0.320 -3.446
2 C 0.399 -0.027 -1.976
3 C 1.199 1.260 -1.855
4 N -1.024 0.078 -1.202
5 H -0.674 -1.186 -3.461
6 H -0.475 0.541 -3.901
7 H 0.854 -0.467 -4.075
8 H 0.725 -0.904 -1.515
9 H 0.935 2.015 -2.525
10 H 2.240 0.994 -2.013
11 H 1.222 1.602 -0.842
12 H -1.267 -0.902 -1.100
13 H -0.847 0.594 -0.322
14 H -1.659 0.464 -1.881
15 H -2.770 2.700 -2.310
16 H -3.981 1.753 -2.193
17 O -3.032 1.775 -2.308
18 H -1.083 4.454 -0.835
19 H -0.325 3.165 -0.168
20 O -1.024 3.512 -0.715
21 H 2.976 -3.864 0.815
22 H 2.195 -2.954 -0.014
23 O 2.532 -3.008 0.904
24 H 0.525 0.382 1.831
25 H -0.233 1.696 1.834
26 O 0.340 1.170 1.286
27 H -2.711 1.774 2.884
28 H -1.235 2.082 3.350
29 O -1.845 1.397 3.056
30 H -0.227 -1.932 3.259
31 H 0.919 -0.949 3.231
32 O -0.007 -1.064 2.921
33 H 1.941 -3.473 -2.137
34 H 3.072 -2.400 -1.684
35 O 2.143 -2.611 -1.755
36 H -1.763 -0.940 1.694
37 H -3.265 -1.195 1.280
38 O -2.408 -0.893 0.980
39 H 3.070 -1.578 1.968
40 H 3.388 -1.491 3.381
41 O 2.799 -1.045 2.767

Summary:
Charge   +1
E_HOMO   -13.797 eV
Frontier orbital gap   11.400 eV

---

Record 7
A structure of composition C3H29O12V in a non-equilibrium geometry. Source: the OMol25 dataset; level of theory: wB97M-V/def2-TZVPD.

Positions of all 45 atoms, in Å:
1 V -0.400 -2.792 -30.099
2 C -2.293 -5.798 -31.634
3 C -0.752 -5.639 -31.477
4 C -0.204 -4.942 -32.714
5 O -0.415 -4.906 -30.249
6 H -2.758 -4.869 -31.394
7 H -2.704 -6.577 -30.922
8 H -2.555 -6.099 -32.648
9 H -0.294 -6.603 -31.324
10 H -0.676 -5.370 -33.580
11 H 0.902 -5.073 -32.745
12 H -0.412 -3.888 -32.740
13 O -4.354 -2.667 -30.969
14 H -5.310 -2.786 -31.201
15 H -4.286 -1.721 -30.760
16 O -3.784 -7.890 -28.696
17 H -3.868 -7.039 -29.094
18 H -3.358 -7.788 -27.855
19 O -1.241 -9.421 -30.464
20 H -1.211 -8.685 -29.906
21 H -2.099 -9.532 -30.877
22 O 0.604 -3.125 -28.096
23 H 1.501 -2.883 -28.021
24 H 0.347 -3.612 -27.298
25 O 1.657 -9.140 -30.826
26 H 0.726 -9.109 -30.795
27 H 1.881 -10.097 -30.772
28 O 3.889 -4.794 -30.768
29 H 3.437 -5.481 -31.226
30 H 3.545 -4.671 -29.877
31 O -1.464 -6.042 -28.258
32 H -1.106 -5.534 -29.058
33 H -0.819 -6.668 -28.090
34 O -4.746 -5.200 -29.632
35 H -4.655 -4.763 -28.773
36 H -4.089 -4.837 -30.145
37 O -1.850 -2.251 -31.650
38 H -1.688 -1.398 -32.102
39 H -2.828 -2.334 -31.700
40 O 1.692 -3.050 -31.007
41 H 2.165 -3.832 -31.279
42 H 2.242 -2.415 -31.480
43 O 1.619 -6.463 -29.307
44 H 0.860 -6.066 -29.727
45 H 2.262 -6.779 -29.985

Summary:
Charge   +1
E_HOMO (spin up / spin down)   -12.524 / -12.566 eV
Spin multiplicity   4
Frontier orbital gap (spin up / spin down)   7.994 / 7.961 eV
Expectation value of S²   3.7566

---

Record 8
A structure of composition C3H29O12Y in a non-equilibrium geometry. Source: the OMol25 dataset; level of theory: wB97M-V/def2-TZVPD.

Positions of all 45 atoms, in Å:
1 Y -2.428 0.059 1.267
2 C 0.765 1.026 -0.765
3 C 0.533 -0.464 -0.658
4 C 1.912 -1.083 -0.584
5 O -0.456 -0.934 0.166
6 H 1.503 1.303 -1.519
7 H 0.958 1.491 0.202
8 H -0.192 1.449 -1.068
9 H 0.281 -0.722 -1.687
10 H 2.516 -0.864 -1.465
11 H 1.812 -2.165 -0.504
12 H 2.535 -0.887 0.289
13 O -0.887 1.267 2.532
14 H -0.641 0.725 3.281
15 H -0.543 2.135 2.739
16 O 4.562 0.034 1.608
17 H 4.465 0.974 1.457
18 H 5.207 -0.248 0.960
19 O -0.732 -0.471 -3.954
20 H -0.049 -0.581 -4.615
21 H -0.255 -0.333 -3.136
22 O 3.350 -1.621 3.114
23 H 3.789 -1.009 2.523
24 H 3.895 -2.407 3.094
25 O 0.628 -3.048 2.379
26 H 0.385 -2.325 1.801
27 H 1.535 -2.864 2.625
28 O -2.349 2.498 -3.005
29 H -3.227 2.517 -3.385
30 H -1.921 1.752 -3.425
31 O -3.371 -1.953 0.325
32 H -2.757 -2.687 0.317
33 H -4.234 -2.362 0.254
34 O -2.610 2.341 0.727
35 H -2.096 3.056 0.352
36 H -3.282 2.778 1.250
37 O -1.624 -3.858 0.204
38 H -0.945 -3.229 -0.041
39 H -1.154 -4.549 0.670
40 O -2.791 0.380 -1.311
41 H -2.839 1.218 -1.771
42 H -3.025 -0.271 -1.972
43 O 1.482 4.869 0.015
44 H 0.896 5.145 0.720
45 H 1.403 3.916 -0.003

Summary:
Charge   +2
E_HOMO   -15.346 eV
Frontier orbital gap   6.785 eV